Here is 2 unconnected molecules or ions with the total composition C2H3FS3 at a distorted geometry from the Open Molecules 2025 dataset. Energies are from ωB97M-V/def2-TZVPD.

For the max |F|, the calculation gives 2.209 eV/A. The HOMO-LUMO gap (spin up / spin down) comes out at 9.08 / 4.61 eV. As for the lowest unoccupied orbital energy (spin up / spin down): -0.469 / -2.398 eV. The energy above the lowest of the compared OMol25 structures with the same formula, charge and spin is 322.6 kJ/mol.

Each line ends with the Löwdin charge.
Positions of all 9 atoms, in Å:
1 C -1.809 0.203 -0.268  -1.2151
2 C 1.775 0.319 0.136  -0.5841
3 F 1.040 0.613 -1.017  -0.1760
4 S -1.647 1.753 -0.479  0.6829
5 S -1.835 -1.370 0.186  0.6330
6 S 0.845 -0.748 1.283  0.6129
7 H 2.653 -0.016 -0.324  0.0576
8 H 2.075 1.166 0.746  0.0593
9 H -3.097 -1.919 -0.265  -0.0705



Here is a single C2H3FSi molecule at a distorted geometry from the Open Molecules 2025 dataset. Energies are from ωB97M-V/def2-TZVPD.

For the max |F|, the calculation gives 3.732 eV/A. The HOMO-LUMO gap (spin up / spin down) comes out at 6.40 / 6.40 eV. As for the lowest unoccupied orbital energy (spin up / spin down): -1.864 / -1.865 eV. The energy above the lowest of the compared OMol25 structures with the same formula, charge and spin is 485.8 kJ/mol.

Each line ends with the Löwdin charge.
Positions of all 7 atoms, in Å:
1 C 0.505 -0.050 -0.001  -0.4078
2 C 1.802 0.575 0.110  -0.1892
3 F 2.764 -0.379 -0.065  -0.1005
4 Si -1.332 0.254 -0.007  0.8879
5 H 0.606 -1.151 -0.048  0.0100
6 H -2.299 -0.553 0.731  -0.0955
7 H -2.045 1.304 -0.721  -0.1048



Here is a single C2H3FSi molecule at a distorted geometry from the Open Molecules 2025 dataset. Energies are from ωB97M-V/def2-TZVPD.

For the max |F|, the calculation gives 1.920 eV/A. The HOMO-LUMO gap comes out at 6.74 eV. As for the lowest unoccupied orbital energy: -1.338 eV. The energy above the lowest of the compared OMol25 structures with the same formula, charge and spin is 412.2 kJ/mol.

Each line ends with the Löwdin charge.
Positions of all 7 atoms, in Å:
1 C -0.162 1.325 0.443  -0.4084
2 C -0.208 2.349 -0.521  -0.2749
3 F -0.177 3.604 -0.044  -0.0576
4 Si 0.232 -0.264 -0.279  0.8725
5 H 0.180 1.433 1.464  0.0181
6 H 0.373 -1.300 0.772  -0.0835
7 H 0.397 -0.642 -1.714  -0.0662



Here is a molecular structure, C2H3FeLiO at a distorted geometry from the Open Molecules 2025 dataset. Energies are from ωB97M-V/def2-TZVPD.

For the max |F|, the calculation gives 2.889 eV/A. Its charge is +1. Its expectation value of S² is 8.789. The HOMO-LUMO gap (spin up / spin down) comes out at 6.36 / 7.30 eV. As for the lowest unoccupied orbital energy (spin up / spin down): -5.455 / -5.778 eV. As for the multiplicity: 6. The energy above the lowest of the compared OMol25 structures with the same formula, charge and spin is 90.0 kJ/mol.

Each line ends with the Löwdin charge.
Positions of all 8 atoms, in Å:
1 O 1.434 0.345 0.201  -0.4531
2 C 0.738 0.380 -0.908  -0.1781
3 Li 0.552 0.921 1.491  0.7602
4 Fe 0.771 -1.669 -0.039  0.9689
5 H 1.143 1.072 -1.673  0.0765
6 C -1.055 -0.380 0.238  -0.1131
7 H -1.915 -0.753 -0.344  -0.0270
8 H -1.667 0.083 1.033  -0.0343